Entry from the Open Molecules 2025 dataset: a 9-piece molecular cluster, C46H132N23O7P7 overall at a distorted geometry (the ωB97M-V functional and the def2-TZVPD basis).

XYZ file:
```
215
Properties=species:S:1:pos:R:3:forces:R:3
O 1.4205 -1.3146 0.0290 -0.692 0.239 -0.676
P 1.0708 0.1119 -0.1849 1.025 1.055 -1.034
N 0.8304 0.9593 1.2511 1.437 0.780 -2.186
C 1.9408 1.3945 2.1083 0.093 -0.900 -0.312
C -0.3832 0.8266 1.9384 -1.324 -0.727 0.631
N -0.3259 0.4266 -1.1493 0.338 -1.730 1.711
C -0.7412 -0.4707 -2.2572 0.943 -0.171 0.767
C -0.8649 1.7437 -1.1714 -0.298 0.747 -0.651
N 2.3297 0.9414 -1.0313 -1.412 -0.117 2.262
C 2.3375 2.4291 -1.0824 0.582 -0.702 0.046
C 2.8781 0.2757 -2.2233 -0.345 1.041 0.765
H 1.6689 2.3138 2.6269 0.108 0.078 -0.098
H 2.8848 1.4835 1.5706 -0.304 0.370 -0.312
H 2.1623 0.6129 2.8350 -0.191 -0.055 0.438
H -1.2377 0.6089 1.2977 0.081 0.277 -0.437
H -0.6062 1.7375 2.4939 -0.063 -0.042 0.244
H -0.3436 -0.0578 2.5742 -0.085 0.012 0.784
H -1.6927 -0.2164 -2.7243 -0.063 0.454 0.275
H 0.0238 -0.5105 -3.0327 -0.065 0.210 -0.180
H -0.8325 -1.4944 -1.8942 0.030 -0.086 0.105
H -0.5573 2.4744 -0.4234 0.610 -0.567 0.114
H -0.5991 2.1497 -2.1475 -0.526 0.636 -0.172
H -1.9437 1.7139 -1.0187 -0.391 0.004 -0.391
H 2.2039 2.9504 -0.1345 -0.735 -0.582 0.247
H 3.3553 2.7713 -1.2698 0.138 -0.175 -0.757
H 1.6374 2.8110 -1.8255 0.133 0.236 -0.145
H 2.4011 0.7335 -3.0899 0.334 0.086 -0.463
H 2.6542 -0.7903 -2.2642 0.281 0.058 0.380
H 3.9366 0.5176 -2.1273 0.163 -0.538 -0.883
O -4.6546 -0.7111 -2.7869 -0.863 0.453 1.858
P -5.3700 0.0087 -1.6989 -0.019 1.786 -1.060
N -5.7330 1.6842 -1.9399 -0.757 -3.100 0.954
C -4.7362 2.7096 -2.0413 0.418 -0.236 0.074
C -6.7753 1.7949 -2.9355 -0.826 0.037 -0.597
N -4.5995 0.0041 -0.1430 -0.048 0.711 -0.067
C -5.0409 0.9231 0.9116 1.320 -0.466 0.759
C -3.6009 -1.0056 0.2154 -1.076 -0.642 -0.468
N -6.8534 -0.6527 -1.1876 2.202 0.721 -0.796
C -7.7424 0.0292 -0.3023 -0.548 0.773 -0.206
C -7.1965 -1.9771 -1.6116 -0.656 -1.202 0.632
H -3.9698 2.4852 -1.2994 0.244 0.518 -0.169
H -5.2367 3.6586 -1.8491 0.241 0.127 0.189
H -4.3217 2.7388 -3.0489 0.354 0.075 -0.003
H -7.6779 1.2416 -2.6764 0.077 -0.123 0.182
H -6.4469 1.4114 -3.9015 0.015 0.279 -0.278
H -7.1056 2.8306 -3.0151 0.234 0.063 -0.112
H -4.2352 0.9498 1.6454 0.150 -0.126 0.057
H -5.1624 1.9751 0.6536 -0.627 -0.411 -0.589
H -5.8573 0.4469 1.4545 -0.435 0.378 -0.083
H -3.4140 -1.0472 1.2885 0.488 0.720 -0.219
H -4.0260 -1.9940 0.0413 -0.137 -0.249 -0.431
H -2.7790 -0.9117 -0.4943 0.500 0.088 0.464
H -8.7416 -0.1417 -0.7029 -0.234 0.041 0.394
H -7.6671 -0.2982 0.7346 -0.134 -0.368 0.040
H -7.5408 1.1002 -0.3206 -0.055 -0.074 -0.035
H -6.3203 -2.6091 -1.7565 -0.048 0.158 -0.263
H -7.8582 -2.0047 -2.4774 0.308 0.295 -0.402
H -7.8080 -2.4194 -0.8251 0.160 -0.186 0.190
O -0.0729 -5.1574 5.3566 0.481 1.027 -0.505
P 0.4958 -4.0127 4.5951 1.359 0.594 -1.132
N -0.6136 -3.0152 3.7544 0.479 -0.691 -1.829
C -1.5464 -2.1503 4.4436 0.879 -0.207 1.271
C -0.9245 -3.2391 2.3172 0.386 -0.449 0.521
N 1.6251 -4.5475 3.3798 -0.526 -0.227 1.493
C 2.3751 -3.7113 2.4328 -1.532 0.748 0.107
C 2.1770 -5.9442 3.5789 -0.904 0.925 -0.083
N 1.3125 -2.8782 5.5873 -0.287 -0.679 -1.407
C 0.7777 -2.6603 6.9122 0.010 -0.523 0.076
C 1.9999 -1.6635 5.0683 0.458 -1.439 -0.001
H -1.0682 -1.2325 4.7856 -0.017 0.476 -0.273
H -1.8291 -2.6265 5.3825 -0.570 -0.123 0.001
H -2.4272 -1.9124 3.8472 0.075 -0.142 0.062
H -1.8999 -2.7984 2.1111 -0.025 -0.071 -0.085
H -0.9624 -4.2996 2.0683 -0.196 -0.149 0.157
H -0.1946 -2.8256 1.6213 0.128 0.410 0.104
H 1.9561 -2.7050 2.4385 0.116 0.180 0.342
H 3.4479 -3.6254 2.6054 0.050 -0.318 0.069
H 2.1288 -3.9456 1.3972 0.472 -0.725 -0.149
H 2.4648 -6.2055 4.5973 0.119 0.550 0.154
H 1.3787 -6.6498 3.3488 0.296 -0.180 -0.418
H 3.0540 -6.0212 2.9363 -0.227 -0.264 -0.077
H 0.1465 -1.7730 6.8634 0.415 0.311 0.726
H 0.1488 -3.4783 7.2635 -0.075 -0.206 -0.443
H 1.6158 -2.6812 7.6088 -0.126 0.843 0.295
H 2.5401 -1.7872 4.1297 -0.595 -0.518 -0.226
H 2.8644 -1.5195 5.7164 -0.389 0.712 0.562
H 1.3368 -0.8076 4.9424 -0.024 0.226 0.395
O 7.3942 -2.1969 -1.9023 -0.334 0.709 1.032
P 6.7844 -2.1883 -0.5422 0.353 0.552 0.437
N 6.1212 -0.6243 -0.0634 -0.347 -1.383 -0.555
C 6.4923 0.5719 -0.8395 -0.730 -1.583 -0.107
C 5.6596 -0.3126 1.2712 0.116 -0.158 0.768
N 7.9444 -2.6256 0.6404 -2.094 0.281 -1.887
C 9.3471 -2.3633 0.3642 -0.298 0.543 0.297
C 7.5379 -2.9189 1.9669 0.003 -0.924 1.275
N 5.5155 -3.2864 -0.3766 -0.560 -0.482 0.189
C 4.1468 -2.8837 -0.7911 0.741 0.205 -0.721
C 5.8055 -4.7540 -0.6158 0.543 1.402 0.246
H 6.1247 0.3403 -1.8391 0.611 0.508 -0.364
H 7.5722 0.7149 -0.7998 -0.113 0.608 -0.197
H 5.8732 1.3739 -0.4375 0.479 0.324 -0.062
H 6.4877 0.0087 1.9029 0.231 -0.451 0.484
H 5.0427 -1.0814 1.7364 0.565 -0.617 -0.026
H 4.9756 0.5264 1.3989 -0.158 0.443 -1.142
H 9.4504 -1.2838 0.2539 0.458 0.082 -0.563
H 9.9669 -2.5818 1.2339 -0.167 -0.476 0.021
H 9.6727 -2.9280 -0.5094 0.144 0.302 0.054
H 6.4718 -3.0332 2.1626 -0.170 0.018 -0.847
H 7.9627 -3.8983 2.1869 0.156 -0.046 0.726
H 7.8159 -2.1896 2.7278 0.576 0.184 -0.015
H 3.4300 -3.6787 -0.5852 0.052 0.159 0.532
H 3.8444 -1.9027 -0.4247 0.030 -0.378 0.678
H 4.0758 -2.7376 -1.8689 0.244 -0.219 -0.480
H 5.9318 -5.0533 -1.6563 -0.290 0.446 -0.324
H 5.0150 -5.3676 -0.1838 0.087 0.149 0.239
H 6.7796 -4.9531 -0.1690 -0.180 -0.212 0.313
O 3.2616 5.7727 -4.8922 0.156 -0.647 0.985
P 1.9601 5.1719 -5.2262 -1.228 0.350 -2.770
N 2.1283 3.7536 -6.1907 -1.194 -0.221 0.567
C 3.4254 3.0949 -6.3249 0.799 0.269 0.725
C 0.9765 3.0369 -6.8274 0.875 0.911 0.087
N 1.1377 6.2028 -6.3942 0.934 -1.473 -0.291
C 0.3996 7.3894 -6.0260 -1.199 -1.136 0.026
C 1.7209 6.3192 -7.7735 1.177 -0.401 0.873
N 0.8843 4.9028 -3.9085 0.206 0.578 -0.275
C 1.0012 5.8005 -2.7140 -0.199 0.686 -1.302
C -0.5276 4.4614 -4.1864 1.655 -0.429 -0.054
H 3.7774 2.6533 -5.3926 0.008 0.222 0.435
H 4.1807 3.8107 -6.6492 0.034 0.007 0.017
H 3.5104 2.2263 -6.9778 -0.924 0.292 -0.557
H 0.9006 1.9789 -6.5769 0.127 -0.007 0.561
H 1.1313 3.0450 -7.9063 -0.157 0.202 -0.176
H 0.0451 3.5488 -6.5855 0.136 -0.099 -0.198
H 0.9005 8.3572 -6.0531 0.311 -0.125 0.061
H -0.4380 7.3574 -6.7227 -0.193 0.831 -0.177
H -0.0869 7.1990 -5.0694 0.275 0.370 0.305
H 1.0864 6.7517 -8.5471 -0.544 -0.010 0.501
H 2.6426 6.9007 -7.7537 -0.042 0.637 0.188
H 2.1297 5.3893 -8.1686 -0.609 -0.443 0.293
H 0.9634 6.8514 -3.0012 -0.317 0.264 -0.259
H 0.0842 5.6160 -2.1545 0.610 -0.127 0.660
H 1.9626 5.7921 -2.2005 -0.202 -0.959 0.250
H -0.9863 5.0786 -4.9589 -0.230 -0.157 -0.009
H -1.1344 4.4243 -3.2818 0.211 0.435 0.119
H -0.4265 3.4157 -4.4769 -0.424 0.052 -0.452
O -0.8311 -6.5908 -4.6343 -0.291 1.129 1.645
P -0.9352 -5.4660 -3.6480 -0.555 1.450 -0.020
N 0.0802 -5.5697 -2.2845 0.937 -1.120 -0.901
C -0.0525 -4.7837 -1.0371 -0.340 -0.340 -1.145
C 1.1006 -6.6874 -2.2509 -0.341 0.579 0.830
N -2.5538 -5.1806 -3.0458 0.168 -0.666 -0.382
C -2.9771 -3.9011 -2.3835 0.438 -1.593 -0.620
C -3.6589 -6.0683 -3.6090 1.696 1.308 -0.598
N -0.5887 -3.9125 -4.3312 0.325 -0.486 0.158
C 0.6473 -3.1544 -4.1391 0.512 -1.326 0.422
C -1.2648 -3.4172 -5.5511 -0.336 -0.220 1.075
H -0.8878 -5.1673 -0.4512 -0.108 0.207 0.197
H -0.1877 -3.7406 -1.3227 -0.216 0.140 0.315
H 0.8466 -4.8247 -0.4223 0.103 -0.203 -0.257
H 1.6050 -6.8864 -3.1965 -0.412 0.173 -0.035
H 0.7437 -7.6159 -1.8051 -0.681 -0.181 -0.511
H 1.8567 -6.4412 -1.5053 0.260 0.636 -0.231
H -2.4804 -3.8244 -1.4163 -0.087 0.146 0.095
H -2.7716 -2.9973 -2.9571 -0.005 -0.027 -0.221
H -4.0505 -4.0062 -2.2257 -0.037 0.218 0.065
H -3.2090 -7.0180 -3.8985 -0.203 -0.129 0.525
H -4.5363 -6.1413 -2.9664 0.336 -0.122 0.219
H -3.9396 -5.6317 -4.5675 -0.533 0.069 -0.068
H 1.4332 -3.4362 -4.8399 -0.058 0.005 -0.600
H 0.4963 -2.0796 -4.2400 -0.169 -0.076 0.255
H 1.1073 -3.4470 -3.1953 -0.244 0.483 0.336
H -1.8401 -4.1587 -6.1055 0.296 -0.232 0.104
H -0.5129 -2.9495 -6.1867 -0.186 -0.154 -0.206
H -1.9706 -2.6638 -5.2015 -0.181 0.380 -0.385
O -3.6280 1.8692 8.6648 1.042 0.182 -2.330
P -3.1204 1.6497 7.2531 -1.874 0.917 2.003
N -1.6915 2.4447 6.8619 1.789 -0.073 -0.780
C -0.8186 1.9400 5.7245 -0.605 -0.807 0.339
C -1.4795 3.9248 7.1385 -0.357 -0.919 -0.336
N -4.2590 2.2975 6.1248 0.266 -0.567 1.779
C -4.0640 2.0465 4.7423 0.029 -0.083 -0.092
C -5.1093 3.4616 6.4201 -0.306 -0.799 0.141
N -2.9650 -0.0359 6.9099 2.654 2.123 0.361
C -4.1751 -0.7371 6.7704 -0.843 -1.089 -0.639
C -2.0310 -0.7772 7.8480 -0.777 0.932 -0.488
H -0.4443 0.9297 5.8900 0.172 -0.037 0.811
H 0.0604 2.5306 5.4663 -0.238 0.506 0.639
H -1.3119 1.7375 4.7739 -0.638 0.711 -0.099
H -2.0571 4.3578 7.9551 -0.273 -0.722 0.100
H -1.7407 4.4997 6.2501 0.060 0.031 -0.182
H -0.4359 4.1203 7.3853 0.048 -0.288 -0.119
H -3.6830 2.9387 4.2454 0.066 0.073 -0.499
H -3.3543 1.2283 4.6199 -0.086 -0.065 -0.226
H -5.0420 1.7580 4.3571 -0.047 -0.043 -0.713
H -5.8665 3.5640 5.6427 0.077 -0.190 -0.376
H -5.7109 3.2927 7.3132 0.495 0.141 0.289
H -4.5860 4.4174 6.4482 0.237 0.003 0.238
H -4.6597 -0.9071 7.7318 -0.367 -0.037 0.013
H -4.8450 -0.2677 6.0499 -0.121 0.128 0.245
H -3.8667 -1.6863 6.3323 -0.491 -0.426 0.093
H -1.8745 -1.8046 7.5193 -0.024 0.203 -0.464
H -2.4781 -0.8746 8.8373 -0.011 0.366 0.182
H -1.0866 -0.2350 7.8960 -0.058 -0.141 0.154
C -3.9373 6.3383 0.0200 0.088 0.079 0.051
C -2.9321 5.2589 -0.0002 1.454 -1.328 -0.318
N -2.1232 4.4131 -0.0345 -2.002 1.916 0.121
H -4.1531 6.7560 -0.9634 0.213 -0.376 -0.184
H -3.5795 7.1866 0.6034 0.050 -0.208 0.228
H -4.8779 5.9768 0.4357 0.115 -0.005 0.108
C 5.4771 4.3812 -3.0632 -1.081 0.242 0.211
C 5.1139 5.0544 -1.8006 0.007 1.573 3.119
N 4.9044 5.5974 -0.7694 0.459 -1.906 -3.495
H 5.4215 5.1128 -3.8693 0.472 0.044 0.032
H 4.6444 3.7224 -3.3097 0.072 -0.299 0.063
H 6.4009 3.8065 -2.9975 -0.028 0.312 0.034
```
Forces are in eV/Å.

Calculated values
Multiplicity: 2
Net charge: +1
E_tot in Eh: -6007.27365
Expectation value of S²: 0.76
HOMO-LUMO gap (spin up / spin down) in eV: 6.893 / 2.481